No. 1
Computed, not measured: 2 unconnected molecules or ions with the total composition C4H6ClNO3S, with the ωB97M-V functional and the def2-TZVPD basis.

CARTESIAN COORDINATES (ANGSTROEM)
Cl (2.7213, -2.6933, 0.1268)
S (1.3040, -1.5041, -0.6211)
O (1.2753, -1.7399, -2.0205)
O (1.8116, -0.2550, -0.2290)
O (-0.7809, -0.4607, -1.0828)
N (-0.7388, 0.7055, -0.8091)
C (-0.1285, -1.9685, 0.3403)
C (-0.7355, 1.7934, -0.4536)
C (-0.8006, 3.1703, -0.2084)
C (-0.2599, -1.7583, 1.6229)
H (0.4107, -1.1343, 2.1534)
H (-0.1706, 3.7599, -0.9436)
H (-0.3608, 3.5036, 0.7558)
H (-0.5172, -2.8504, -0.2724)
H (-1.8088, 3.3931, -0.4178)
H (-1.2214, -1.9611, 2.0592)

Computed properties:
Multiplicity: 3
Charge: 0
<S²>: 2.01
M: 183.6 g/mol
Gap between HOMO and LUMO (spin up / spin down): 6.4490 / 7.4174 eV
Energy relative to the best compared isomer or geometry (same formula, charge and spin): 9.33 kcal/mol

No. 2
Computed, not measured: C5H8N2 in the gas phase, with the ωB97M-V functional and the def2-TZVPD basis.

CARTESIAN COORDINATES (ANGSTROEM)
N (2.1043, 0.9194, -2.1024)
N (0.4101, 0.2767, 1.0648)
C (-1.7747, -0.8029, 0.6727)
C (-0.5093, 0.6827, -0.8249)
C (1.6764, 0.6536, -1.0528)
C (-0.3731, -0.4696, 0.1524)
C (1.6927, 0.2528, 0.4899)
H (-2.3658, -1.2563, -0.1280)
H (-2.2808, 0.0987, 1.0330)
H (-1.6994, -1.5095, 1.5030)
H (2.4117, 0.8954, 1.0070)
H (0.1069, -1.3806, -0.2527)
H (2.0945, -0.7757, 0.3956)
H (-1.4359, 0.7872, -1.4136)
H (-0.0575, 1.6283, -0.5442)

Computed properties:
Charge: 0
M: 96.1 g/mol
Gap between HOMO and LUMO (spin up / spin down): 7.8434 / 9.2736 eV
Energy relative to the best compared isomer or geometry (same formula, charge and spin): 118.62 kcal/mol

No. 3
Computed, not measured: a molecular structure, C2H3O7S2, with the ωB97M-V functional and the def2-TZVPD basis.

CARTESIAN COORDINATES (ANGSTROEM)
S (0.3008, -0.3628, -0.3276)
S (0.8525, 0.7323, -2.8066)
O (1.4950, 1.8924, -2.1636)
O (-1.1654, -1.6938, 2.7647)
O (-1.3136, -3.5053, 1.4535)
O (-0.4775, 0.2705, -1.4803)
O (-0.5430, -1.5149, 0.1319)
O (1.7435, -0.4070, -2.9328)
O (0.6351, 2.0789, 0.3919)
C (-1.2124, -2.5231, 1.9793)
C (-0.1626, 1.0875, 0.8383)
H (1.0018, 1.9702, -0.6195)
H (0.0903, 0.8595, 1.8322)
H (-1.2446, 1.1157, 0.9385)

Computed properties:
Charge: -1
M: 203.2 g/mol
Gap between HOMO and LUMO: 8.5719 eV
Energy relative to the best compared isomer or geometry (same formula, charge and spin): 0.00 kcal/mol

No. 4
Computed, not measured: a molecular structure, C9H13NO3S, with the ωB97M-V functional and the def2-TZVPD basis.

CARTESIAN COORDINATES (ANGSTROEM)
S (-1.5104, 1.0005, -1.3448)
O (1.6743, -0.9349, 0.5282)
O (1.2150, 1.0273, -0.5054)
O (-2.0259, 0.1550, 1.4819)
N (-0.7493, -1.5179, -1.3036)
C (-0.8764, -0.4241, -0.4517)
C (-0.9793, -1.9618, 1.5032)
C (-1.4875, -0.7162, 0.9066)
C (1.0401, -0.1256, -0.0839)
C (-1.3603, 0.1723, -2.9160)
C (-1.3964, -2.0921, 2.9277)
C (-0.9343, -1.1884, -2.5182)
C (2.4475, 1.6408, -0.0733)
C (2.2151, 3.2580, -0.0315)
H (1.2880, 3.3201, 0.5248)
H (-2.3482, -2.0251, 3.1991)
H (2.0403, 3.7738, -0.9597)
H (-1.4032, -2.7675, 0.7186)
H (-1.0088, -3.0849, 3.3260)
H (-2.3966, 0.2781, -3.4410)
H (2.9732, 3.7962, 0.5647)
H (3.1843, 1.5290, -0.8691)
H (-0.7022, 0.7645, -3.6955)
H (2.9336, 1.3267, 0.8414)
H (0.1519, -1.9699, 1.3999)
H (-0.9856, -2.0707, -3.1904)
H (-0.9990, -1.1632, 3.4621)

Computed properties:
Charge: 0
M: 215.3 g/mol
Gap between HOMO and LUMO: 8.6753 eV
Energy relative to the best compared isomer or geometry (same formula, charge and spin): 75.79 kcal/mol

No. 5
Computed, not measured: a molecular structure, O13S3V, with the ωB97M-V functional and the def2-TZVPD basis.

CARTESIAN COORDINATES (ANGSTROEM)
V (-20.7998, -19.2494, 8.4357)
S (-20.9804, -20.9622, 10.5704)
S (-22.3216, -18.3178, 5.6468)
S (-19.0159, -20.5517, 6.6954)
O (-22.6343, -16.8987, 5.6586)
O (-21.2061, -22.3473, 10.5274)
O (-18.1697, -21.5316, 7.3137)
O (-20.5596, -17.8417, 9.1983)
O (-21.9982, -20.1929, 9.8273)
O (-20.7051, -20.4227, 11.8538)
O (-20.3769, -20.9637, 6.9078)
O (-18.8497, -20.5181, 5.2876)
O (-22.2769, -18.8452, 6.9997)
O (-21.0818, -18.5745, 4.9169)
O (-19.0055, -19.2535, 7.3169)
O (-23.2449, -19.1138, 4.8311)
O (-19.8905, -20.8075, 9.5821)

Computed properties:
Multiplicity: 3
Charge: -3
<S²>: 2.03
M: 355.1 g/mol
Gap between HOMO and LUMO (spin up / spin down): 5.6133 / 4.2442 eV

No. 6
Computed, not measured: a molecular structure, C7H17N, with the ωB97M-V functional and the def2-TZVPD basis.

CARTESIAN COORDINATES (ANGSTROEM)
N (-0.2552, -0.5431, -0.6602)
C (-1.2078, 0.4791, -0.9655)
C (-2.6155, 0.1476, -0.4140)
C (2.0960, 0.0602, -0.4398)
C (2.6327, 1.4345, -0.3164)
C (0.7586, -0.2257, 0.3042)
C (0.9971, -1.2894, 1.3665)
C (-2.6216, -0.1398, 1.0970)
H (-2.9632, -1.1648, 1.2422)
H (1.5546, -2.1585, 1.0188)
H (1.4878, -0.8573, 2.2371)
H (-3.3969, 0.4569, 1.5752)
H (-0.9294, 1.4761, -0.6089)
H (-2.9834, -0.6783, -1.0208)
H (2.0406, 2.1559, -0.8865)
H (1.5908, -0.0065, -2.3216)
H (-1.6426, 0.0114, 1.5347)
H (2.8268, -0.7331, -0.3185)
H (-1.2631, 0.5313, -2.0589)
H (0.5860, 0.7185, 0.8248)
H (2.5824, 1.7664, 0.7224)
H (1.7087, -0.2034, -1.6137)
H (3.6554, 1.5791, -0.6637)
H (-3.2446, 0.9826, -0.7158)
H (0.0400, -1.6954, 1.6989)

Computed properties:
Multiplicity: 2
Charge: +1
<S²>: 0.75
M: 115.2 g/mol
Gap between HOMO and LUMO (spin up / spin down): 6.9729 / 7.3406 eV
Energy relative to the best compared isomer or geometry (same formula, charge and spin): 99.96 kcal/mol

Number 1: calculated total energy -1294.5331 Ha, maximum force 12.80 eV/Å. Number 2: calculated total energy -304.6465 Ha, maximum force 1.45 eV/Å. Number 3: calculated total energy -1401.1297 Ha, maximum force 5.37 eV/Å. Number 4: calculated total energy -1029.2852 Ha, maximum force 6.60 eV/Å. Number 5: calculated total energy -3116.7070 Ha, maximum force 5.39 eV/Å. Number 6: calculated total energy -331.1953 Ha, maximum force 2.83 eV/Å.